Entry 1:
A cluster of 10 separate species, H21O10 in total. Source: the Open Molecules 2025 dataset; level of theory: ωB97M-V/def2-TZVPD.

```
31
Properties=species:S:1:pos:R:3:lowdin_charge:R:1
O 0.543 -1.574 0.241 0.123
H 0.048 2.719 -0.840 -0.010
H -2.053 1.703 3.082 0.046
O -3.335 -1.311 -0.494 -0.057
H 1.830 -1.492 3.551 0.046
H -3.269 -2.192 -0.919 0.069
O -1.136 1.561 3.313 -0.038
H 2.238 -0.487 -1.047 0.024
H 1.393 2.756 -2.524 0.085
O -1.188 0.128 -1.377 -0.055
H -1.877 0.783 -1.421 0.046
H -0.138 -1.525 -0.584 0.191
O -0.474 2.807 -0.048 -0.028
H -4.071 -1.450 0.104 0.045
H -0.558 0.529 -1.989 0.028
O -1.391 -0.448 1.532 -0.058
H -2.320 -0.286 1.396 0.042
H -1.133 -0.236 2.440 0.035
O 1.165 -2.146 3.330 -0.029
H 1.778 1.406 -3.421 0.033
H 0.498 -2.087 4.003 0.035
O 1.673 1.802 -2.569 -0.049
H -1.047 3.514 -0.350 0.049
H 1.128 -0.676 -0.029 0.162
O 1.840 -1.416 -2.642 -0.071
H 0.098 -1.303 1.087 0.089
O 2.816 -0.404 -0.189 -0.095
H 3.047 0.509 -0.601 0.107
H 2.613 -1.058 -3.167 0.097
H -0.668 2.261 2.852 0.047
H 1.951 -2.389 -2.720 0.090
```

Computed properties:
Energy above the lowest of the compared OMol25 structures with the same formula, charge and spin (eV): 2.632
Spin multiplicity: 1
Orbital gap (eV): 11.0
M (g mol⁻¹): 181.16
Net charge: +1

=====

Entry 2:
A structure of composition C29H19F10N5Sn. Source: the Open Molecules 2025 dataset; level of theory: ωB97M-V/def2-TZVPD.

```
64
Properties=species:S:1:pos:R:3:lowdin_charge:R:1
Sn 1.098 -0.439 0.104 1.440
C -0.403 2.267 -0.715 -0.062
N -0.591 1.179 0.280 -0.332
C -0.423 1.816 1.621 -0.182
C -0.745 0.948 2.823 -0.199
N -0.068 -0.325 2.712 0.049
C -0.076 -1.202 3.707 -0.154
C -0.674 -1.058 5.001 -0.108
F -1.326 0.057 5.305 0.139
C -0.603 -2.041 5.958 -0.130
F -1.163 -1.866 7.138 0.176
C 0.062 -3.238 5.685 -0.103
F 0.127 -4.174 6.595 0.201
C 0.651 -3.441 4.431 -0.134
F 1.261 -4.585 4.172 0.162
C 0.578 -2.456 3.486 -0.132
F 1.134 -2.677 2.295 0.064
C -1.928 0.567 0.074 -0.151
C -2.080 -0.872 0.540 -0.185
N -0.991 -1.684 0.017 -0.015
C -1.038 -3.010 0.062 -0.164
C -2.027 -3.814 0.715 -0.108
F -3.015 -3.233 1.382 0.143
C -1.972 -5.185 0.712 -0.126
F -2.892 -5.891 1.333 0.181
C -0.925 -5.843 0.060 -0.094
F -0.878 -7.146 0.058 0.213
C 0.078 -5.108 -0.586 -0.126
F 1.059 -5.739 -1.196 0.179
C 0.015 -3.744 -0.573 -0.139
F 0.973 -3.049 -1.187 0.073
H -1.154 3.045 -0.564 0.113
H 0.587 2.706 -0.591 0.098
H -0.493 1.873 -1.721 0.080
H 0.616 2.150 1.677 0.124
H -1.052 2.711 1.656 0.140
H -0.446 1.510 3.710 0.141
H -1.827 0.804 2.919 0.133
H -2.695 1.186 0.550 0.149
H -2.119 0.607 -0.999 0.121
H -2.107 -0.950 1.626 0.110
H -3.047 -1.228 0.178 0.145
C -0.376 -0.826 -4.247 -0.003
C -0.237 -0.743 -2.865 -0.125
N 0.827 -0.223 -2.263 -0.017
C 1.843 0.243 -3.036 -0.139
C 1.794 0.180 -4.437 -0.119
C 0.647 -0.364 -5.036 0.041
C 2.899 0.655 -5.221 0.008
C 4.000 1.153 -4.626 0.013
C 4.083 1.233 -3.196 -0.122
C 5.223 1.730 -2.536 0.034
C 5.248 1.772 -1.167 -0.008
C 4.120 1.334 -0.463 -0.111
N 3.035 0.878 -1.056 -0.019
C 3.011 0.806 -2.404 -0.163
H -1.272 -1.254 -4.673 0.125
H -1.014 -1.125 -2.217 0.097
H 0.584 -0.417 -6.115 0.138
H 2.827 0.595 -6.299 0.131
H 4.838 1.503 -5.214 0.132
H 6.071 2.068 -3.118 0.135
H 6.109 2.139 -0.628 0.123
H 4.106 1.365 0.621 0.119
```

Computed properties:
Spin multiplicity: 1
Orbital gap (spin up / spin down) (eV): 5.8 / 7.0
M (g mol⁻¹): 746.20
Net charge: +2